# 1
Density functional theory data (the ωB97M-V functional and the def2-TZVPD basis) for an isolated ion of composition C4H5FIN2 and charge +1 in a non-equilibrium geometry.

Atoms and positions in Å:
C 0.20066 0.06461 1.03098
N -0.29267 0.25583 -0.30741
C 0.12829 -0.45797 -1.40157
C -0.56373 0.01892 -2.47529
F -0.54577 -0.31954 -3.73155
N -1.38913 1.01242 -2.03146
C -1.19548 1.13279 -0.71250
I -2.43921 2.61698 0.48638
H 0.85805 0.88677 1.31620
H -0.62948 0.02089 1.73659
H 0.76163 -0.86704 1.07533
H 0.86978 -1.22951 -1.35574
H -2.04045 1.54747 -2.59450

## Properties
Net charge: +1
2S+1: 1
DFT total energy in Ha: -662.22451
Orbital gap in hartree: 0.3268
ΔE to the lowest compared entry with this formula, charge and spin in kcal/mol: 0.0
LUMO in eV: -4.99

Atomic partial charges in e from the Mulliken method, atoms 1 to 6: C -0.872; N 0.125; C -0.303; C 0.209; F -0.224; N 0.012

# 2
Density functional theory data (the ωB97M-V functional and the def2-TZVPD basis) for C28H44BBaN10OPSi as an isolated structure.

Atoms and positions in Å:
Ba -0.74135 -0.12195 -0.00436
C 1.39426 -0.46636 -3.54824
C 1.43831 0.78588 -2.73554
C 1.68891 2.10049 -3.15688
C 1.66287 2.84306 -1.99932
N 1.40587 2.02180 -0.96160
N 1.26254 0.74602 -1.42039
B 1.43100 2.51896 0.54380
N 0.02028 3.01489 1.02582
C -0.48854 4.25311 1.17649
C -1.73322 4.14886 1.75944
C -1.92207 2.77420 1.94848
C -3.08208 2.05939 2.56339
N -0.87021 2.09717 1.50518
N 1.90750 1.40290 1.51374
C 2.63034 1.62387 2.63040
C 2.79475 0.42911 3.28894
C 2.11310 -0.50543 2.49526
C 2.00444 -1.98399 2.68261
N 1.56790 0.08842 1.44010
N 2.48064 3.62745 0.57896
C 3.80559 3.40797 0.40142
C 4.41623 4.62068 0.21820
C 3.37336 5.56324 0.33660
C 3.45584 7.05358 0.24756
N 2.21608 4.95966 0.55079
H 0.86102 -0.31063 -4.48614
H 0.90352 -1.27022 -2.99672
H 2.40164 -0.80644 -3.79258
H 1.89384 2.44929 -4.15463
H 1.84237 3.89456 -1.83804
H 0.09112 5.11109 0.88613
H -2.39181 4.95455 2.03720
H -4.03128 2.41371 2.15917
H -3.11054 2.21469 3.64274
H -3.01337 0.98329 2.39002
H 2.98508 2.61098 2.87370
H 3.34037 0.25329 4.19982
H 1.73415 -2.23515 3.70850
H 2.95580 -2.47211 2.46684
H 1.25620 -2.40619 2.00951
H 4.20626 2.40706 0.38576
H 5.46145 4.81059 0.04474
H 4.48410 7.37059 0.08300
H 3.09865 7.51926 1.16590
H 2.84881 7.43141 -0.57551
C -1.38968 -2.22636 3.62353
C -1.78480 -3.04704 2.43356
C -2.24624 -4.37780 2.61574
C -2.66496 -5.11158 1.52402
C -2.62896 -4.52894 0.27209
C -2.14888 -3.19469 0.12734
N -1.72365 -2.49433 1.24813
N -2.08373 -2.53759 -1.00940
Si -2.72454 -3.01296 -2.59879
C -2.26769 -1.60807 -3.73422
C -4.57790 -3.15698 -2.40729
C -1.94908 -4.59165 -3.21810
H -0.80767 -2.81494 4.33201
H -2.28661 -1.88320 4.14448
H -0.80961 -1.35438 3.32545
H -2.26682 -4.79921 3.61157
H -3.02116 -6.12542 1.64828
H -2.95634 -5.07003 -0.60364
H -2.33713 -0.64810 -3.21680
H -2.92664 -1.58065 -4.60492
H -1.24403 -1.71165 -4.09862
H -4.97622 -2.36869 -1.76485
H -4.86229 -4.11571 -1.96931
H -5.07354 -3.07966 -3.37700
H -0.86188 -4.56077 -3.12128
H -2.17763 -4.70130 -4.28137
H -2.30939 -5.48969 -2.71558
C -2.67179 2.37263 -4.01382
P -2.93186 2.28466 -2.24101
C -4.55918 1.56320 -1.98846
C -3.00678 3.97135 -1.65220
O -1.86395 1.47937 -1.54540
H -3.52376 2.83933 -4.50900
H -2.52783 1.36856 -4.41197
H -1.77359 2.95806 -4.21220
H -5.33537 2.15269 -2.47675
H -4.76608 1.51954 -0.91844
H -4.57265 0.55084 -2.39502
H -3.78906 4.53056 -2.16659
H -2.04140 4.44689 -1.82963
H -3.18938 3.97441 -0.57742

## Properties
Net charge: +1
2S+1: 2
DFT total energy in Ha: -2397.48432
Orbital gap (alpha / beta) in hartree: 0.3126 / 0.2050
ΔE to the lowest compared entry with this formula, charge and spin in kcal/mol: 0.0
LUMO (alpha / beta) in eV: -2.09 / -5.02

Atomic partial charges in e from the Mulliken method, atoms 1 to 6: Ba 1.956; C -1.369; C 0.661; C -1.457; C -0.365; N 2.750

# 3
Density functional theory data (the ωB97M-V functional and the def2-TZVPD basis) for a 2-piece molecular cluster, CH6S2 overall in a non-equilibrium geometry.

Atoms and positions in Å:
S 0.41157 -0.22722 1.47633
S -1.03900 -0.77244 0.07346
H 1.47416 -0.41015 0.67104
H -1.26949 0.47423 -0.32629
C 0.96311 1.51516 -2.41704
H 1.17963 0.71164 -3.11260
H -0.03849 1.92271 -2.34436
H 1.26837 1.11526 -1.45164
H 1.60508 2.36261 -2.65960

## Properties
2S+1: 1
DFT total energy in Ha: -838.05113
Orbital gap in hartree: 0.3676
ΔE to the lowest compared entry with this formula, charge and spin in kcal/mol: 2.2
LUMO in eV: 0.28

Atomic partial charges in e from the Mulliken method, atoms 1 to 6: S -0.174; S -0.162; H 0.148; H 0.163; C -0.815; H 0.246

# 4
Density functional theory data (the ωB97M-V functional and the def2-TZVPD basis) for one molecule with the formula C5H8 in a non-equilibrium geometry.

Atoms and positions in Å:
C -0.49330 1.13214 -0.23264
C -1.16630 -0.36582 -0.30063
C 0.04688 -0.82604 0.49077
C 1.32328 -0.49373 -0.21824
C 0.63461 0.56932 0.58246
H -0.26195 1.61058 -1.18530
H -1.36426 1.56480 0.26907
H -2.11267 -0.50737 0.25818
H -1.30407 -0.80327 -1.29624
H 0.02216 -1.57424 1.27320
H 1.34833 -0.42790 -1.30713
H 2.22217 -0.91326 0.22449
H 1.10512 1.03481 1.44200

## Properties
2S+1: 1
DFT total energy in Ha: -195.23467
Orbital gap in hartree: 0.3957
ΔE to the lowest compared entry with this formula, charge and spin in kcal/mol: 36.0
LUMO in eV: 1.29

Atomic partial charges in e from the Mulliken method, atoms 1 to 6: C -0.643; C -0.691; C -0.154; C -0.562; C -0.257; H 0.322

# 5
Density functional theory data (the ωB97M-V functional and the def2-TZVPD basis) for one molecule with the formula C18H18N6OS in a non-equilibrium geometry.

Atoms and positions in Å:
C -7.46026 0.14827 0.68512
C -6.89868 -1.18133 0.19048
O -5.90335 -1.01149 -0.80085
C -4.65723 -0.60778 -0.45307
C -3.79262 -0.35662 -1.52222
C -2.49940 0.05953 -1.30034
C -2.02899 0.23750 0.00156
C -0.67448 0.68747 0.26963
N 0.12092 0.22460 1.19893
N 1.28705 0.87823 1.13391
C 1.19853 1.76537 0.17125
S 2.40608 2.88324 -0.37973
C 3.75462 2.48785 0.80425
C 4.42880 1.21648 0.47058
N 5.55818 1.11823 -0.17362
C 5.80499 -0.22659 -0.27452
C 6.86390 -0.90801 -0.86498
C 6.83999 -2.28546 -0.82244
C 5.79679 -2.98520 -0.20996
C 4.73710 -2.33135 0.38453
C 4.75211 -0.94615 0.34549
N 3.89500 0.00883 0.81902
N -0.02606 1.68294 -0.42108
N -0.51509 2.56253 -1.37682
C -2.87888 -0.04629 1.06538
C -4.17888 -0.45814 0.84733
H -8.26181 -0.03386 1.39535
H -6.68815 0.74212 1.16854
H -7.85440 0.71564 -0.15439
H -6.51787 -1.78218 1.02492
H -7.68368 -1.75206 -0.31309
H -4.16360 -0.50515 -2.52392
H -1.84318 0.20280 -2.14806
H 4.45291 3.31736 0.71616
H 3.29583 2.45518 1.79123
H 7.66716 -0.36623 -1.33789
H 7.64625 -2.84503 -1.27391
H 5.82328 -4.06501 -0.20365
H 3.92980 -2.86987 0.85766
H 2.98415 -0.09841 1.25528
H 0.06906 2.55053 -2.20979
H -1.47436 2.31656 -1.60327
H -2.50534 0.06470 2.07105
H -4.80618 -0.66373 1.69993

## Properties
2S+1: 1
DFT total energy in Ha: -1498.67562
Orbital gap in hartree: 0.3151
ΔE to the lowest compared entry with this formula, charge and spin in kcal/mol: 0.0
LUMO in eV: 0.47

Atomic partial charges in e from the Mulliken method, atoms 1 to 6: C -1.031; C -0.416; O -0.461; C 0.775; C -0.594; C -0.532

# 6
Density functional theory data (the ωB97M-V functional and the def2-TZVPD basis) for C30H34AsN6OPdS2 as an isolated structure.

Atoms and positions in Å:
Pd -0.69685 -0.52672 0.14129
C -2.31529 -2.40445 4.74047
S -2.09424 -3.60571 3.41592
C -1.58570 -2.62829 2.07239
S -1.40169 -0.90963 2.26148
N -1.37108 -3.29893 0.97629
N -0.96850 -2.50282 -0.04553
C -0.70773 -3.01045 -1.19731
C -0.29123 -2.07915 -2.24202
C -0.00211 -2.47343 -3.53942
C 0.36008 -1.51074 -4.46827
C 0.42285 -0.18207 -4.07682
C 0.13066 0.14074 -2.76310
N -0.21386 -0.78102 -1.86756
H -2.63042 -2.99100 5.60158
H -3.09260 -1.68468 4.49686
H -1.38240 -1.89872 4.97623
H -0.80750 -4.07677 -1.36434
H -0.06656 -3.51814 -3.80925
H 0.58755 -1.79486 -5.48651
H 0.69518 0.59836 -4.77220
H 0.16981 1.16104 -2.40431
C 2.98810 0.99036 -0.42148
As 1.63598 0.55508 0.90992
C 1.93037 2.00578 2.17683
C 2.45773 -0.96797 1.85207
C 3.82875 -0.70853 2.39112
C 4.00132 -0.20921 3.67990
C 5.26880 0.06686 4.16952
C 6.38553 -0.15347 3.37630
C 6.22729 -0.66053 2.09439
C 4.95813 -0.93575 1.60681
H 3.95824 1.10849 0.06014
H 2.71641 1.92025 -0.92006
H 3.04989 0.19596 -1.16484
H 2.97871 2.02559 2.47282
H 1.31264 1.86066 3.06292
H 1.66963 2.95577 1.71076
H 2.45532 -1.79082 1.13387
H 1.75066 -1.22879 2.64161
H 3.13439 -0.04682 4.31081
H 5.38535 0.44760 5.17569
H 7.37465 0.05897 3.75896
H 7.09446 -0.85052 1.47562
H 4.84345 -1.34725 0.61009
C -3.04193 6.33028 -3.57810
C -3.19646 6.23291 -2.08572
C -4.44963 6.25700 -1.48528
C -4.58821 6.14279 -0.11006
C -3.46542 6.02544 0.69781
N -3.64597 5.92258 2.10485
C -2.87564 5.21978 2.99557
O -2.74325 5.55657 4.15192
N -2.22366 4.08247 2.52110
C -2.61119 3.19804 1.51149
C -3.91422 3.07715 1.03180
C -4.16449 2.16571 0.02481
C -3.13351 1.37488 -0.45154
N -1.89432 1.44382 0.03349
C -1.64488 2.35107 0.97965
C -2.20289 6.02986 0.11546
C -2.07970 6.11797 -1.26062
H -3.97179 6.64110 -4.05173
H -2.75674 5.36695 -4.00596
H -2.26850 7.05000 -3.84724
H -5.33466 6.36200 -2.10091
H -5.57222 6.14652 0.34313
H -4.11761 6.69095 2.56034
H -1.58756 3.72270 3.21674
H -4.70750 3.68344 1.44469
H -5.15852 2.05312 -0.38406
H -3.31274 0.65385 -1.23933
H -0.62733 2.39819 1.35026
H -1.32128 5.97286 0.74069
H -1.09015 6.12712 -1.70319

## Properties
Net charge: +1
2S+1: 1
DFT total energy in Ha: -4727.24063
Orbital gap in hartree: 0.2521
ΔE to the lowest compared entry with this formula, charge and spin in kcal/mol: 0.0
LUMO in eV: -3.71

Atomic partial charges in e from the Mulliken method, atoms 1 to 6: Pd 0.170; C -0.852; S 0.016; C 0.646; S -0.328; N -1.375